[1]
{
  "formula": "C36H35F4NO16S2",
  "method": "ωB97M-V/def2-TZVPD",
  "symbols": ["O", "C", "C", "C", "C", "C", "O", "C", "O", "C", "O", "C", "C", "C", "C", "S", "C", "S", "N", "C", "C", "C", "C", "C", "C", "C", "C", "C", "C", "C", "C", "H", "H", "H", "H", "H", "H", "H", "H", "H", "H", "H", "H", "H", "H", "H", "H", "H", "H", "H", "H", "H", "H", "H", "C", "C", "O", "C", "O", "O", "F", "H", "H", "H", "C", "C", "O", "C", "O", "O", "F", "H", "H", "H", "C", "C", "O", "C", "O", "O", "F", "H", "H", "H", "C", "C", "O", "C", "O", "O", "F", "H", "H", "H"],
  "positions_angstrom": [[2.4142, -0.2896, -1.1221], [1.6011, 0.5141, -0.7030], [2.0172, 2.0044, -0.4721], [1.0727, 2.9861, -0.5141], [1.5113, 4.4601, -0.2736], [0.9665, 5.4623, -1.3824], [-0.1962, 6.1700, -0.9109], [-0.3814, 2.5388, -0.8114], [-1.1473, 3.3117, -1.3404], [-0.8014, 1.0858, -0.3920], [-2.1237, 0.8868, -0.0629], [0.1390, 0.0881, -0.3394], [-0.0781, -1.3999, 0.0692], [-0.0903, -2.4089, -1.1407], [-1.3757, -2.3368, -2.0596], [-2.9386, -2.0505, -1.1497], [-3.9254, -0.8045, -2.0395], [-3.3894, -0.1402, -3.4619], [-5.1650, -0.4572, -1.3614], [-6.3518, -0.7651, -2.1480], [-6.7402, -0.1504, -3.4060], [-7.9562, -0.5027, -4.1533], [-8.8655, -1.4970, -3.6016], [-8.5001, -2.0955, -2.3149], [-7.2816, -1.7781, -1.5972], [-5.1610, 0.9003, -0.8229], [-5.0630, 2.1312, -1.6184], [-5.0295, 3.3996, -0.9086], [-5.0782, 3.4893, 0.5455], [-5.2059, 2.2733, 1.3511], [-5.2370, 1.0035, 0.6404], [3.0964, 2.2273, -0.2720], [2.6424, 4.5728, -0.2705], [1.1842, 4.8465, 0.7359], [1.7376, 6.2325, -1.6493], [0.6822, 4.8333, -2.2615], [-0.9430, 5.9244, -1.4841], [-2.2428, 0.4951, 0.8348], [0.8039, -1.6812, 0.7157], [-0.9721, -1.4584, 0.7261], [0.1175, -3.4438, -0.7437], [0.7902, -2.1724, -1.8065], [-1.4782, -3.3482, -2.5501], [-1.1629, -1.6122, -2.8820], [-6.0894, 0.6191, -3.8820], [-8.1885, -0.0188, -5.1322], [-9.7962, -1.7321, -4.1580], [-9.2224, -2.8437, -1.9008], [-7.0296, -2.2430, -0.6202], [-5.0186, 2.0062, -2.7200], [-4.9235, 4.3476, -1.4915], [-5.0225, 4.4606, 1.0837], [-5.2562, 2.2649, 2.4623], [-5.3249, 0.0609, 1.2415], [4.1686, 8.1362, -1.2549], [4.3935, 7.3727, 0.0174], [5.7891, 7.4733, 0.2086], [6.1595, 8.6549, -0.3705], [7.1960, 9.1973, -0.1782], [5.1829, 9.1342, -1.1908], [4.0680, 6.0618, -0.1320], [4.3196, 7.5207, -2.1452], [3.1774, 8.5861, -1.3031], [3.8736, 7.7835, 0.8862], [3.1424, -3.0773, 0.5364], [3.3033, -2.9390, 2.0210], [3.8392, -4.1924, 2.4008], [4.5425, -4.6376, 1.3195], [5.3402, -5.5191, 1.3581], [4.2235, -3.9442, 0.1960], [2.1028, -2.7766, 2.6331], [2.1974, -3.5496, 0.2585], [3.2236, -2.1233, 0.0167], [3.9833, -2.1409, 2.3287], [8.6292, -6.8931, 0.7318], [8.8691, -7.6654, 1.9944], [10.2690, -7.5590, 2.1712], [10.6268, -6.3716, 1.5987], [11.6644, -5.8253, 1.7850], [9.6407, -5.8897, 0.7936], [8.5494, -8.9740, 1.8376], [8.7743, -7.4996, -0.1654], [7.6353, -6.4476, 0.6976], [8.3566, -7.2645, 2.8721], [-2.1290, -2.5847, 4.8963], [-3.4901, -2.8477, 4.3243], [-3.6918, -1.7370, 3.4679], [-2.4538, -1.3591, 3.0565], [-2.2474, -0.6391, 2.1285], [-1.4796, -1.9057, 3.8226], [-4.4384, -2.8316, 5.2885], [-2.1604, -1.9330, 5.7722], [-1.6015, -3.5004, 5.1591], [-3.5669, -3.7732, 3.7485]],
  "forces_ev_per_angstrom": [[-0.38, 0.36, 0.49], [-0.64, 0.63, 0.38], [-1.12, -0.28, -0.08], [1.36, -0.84, 0.54], [0.00, 0.70, -0.44], [-0.31, -0.60, 0.43], [0.16, -0.33, -0.61], [0.16, 0.21, 0.23], [0.11, -0.63, 0.36], [0.48, -0.88, 0.72], [1.06, 0.98, -0.31], [0.66, 0.87, -0.35], [0.83, 0.48, -0.12], [0.17, 0.39, 0.15], [0.93, -0.87, -0.58], [-0.96, 0.85, -0.43], [1.42, 0.04, -0.86], [-0.47, -0.62, 1.19], [0.30, 0.22, -0.91], [-3.12, -1.42, -1.00], [-0.69, -0.57, -0.17], [0.35, -1.17, 2.16], [2.48, 1.17, 1.03], [0.26, 0.53, -0.78], [-0.06, 1.47, -1.93], [0.16, 2.49, 2.02], [-0.26, -0.83, 2.45], [0.09, -0.98, 0.72], [-0.18, -2.06, -0.32], [0.25, -0.24, -2.84], [0.03, 0.97, -0.73], [-1.09, -0.38, -0.41], [-1.54, -0.80, -0.05], [0.05, -0.51, -1.04], [-0.53, -0.84, 0.18], [0.49, 0.77, 0.43], [0.41, 0.01, 0.48], [0.33, 0.05, -0.84], [-0.88, 0.34, -0.59], [0.68, -0.14, -0.84], [-0.60, 0.92, -0.35], [-0.89, -0.22, 0.69], [-0.02, 1.09, 0.38], [-0.74, -0.27, 0.83], [-0.54, -0.82, 0.60], [0.37, -0.39, 1.06], [0.77, -0.03, 0.71], [0.91, 0.74, -0.24], [-0.30, 0.33, -0.90], [0.07, 0.57, 1.02], [-0.15, -1.02, 0.56], [-0.06, -0.74, -0.75], [0.04, 0.22, -1.06], [0.13, 0.92, -0.80], [-0.56, 0.33, -0.48], [0.16, -0.48, -0.02], [-0.41, 0.52, -0.07], [0.85, 0.50, -0.08], [-0.29, -0.21, -0.08], [0.15, -0.36, 0.40], [0.15, 0.10, 0.16], [0.04, -0.17, 0.18], [0.15, 0.17, 0.02], [-0.05, -0.20, 0.01], [-0.09, 0.53, -0.69], [-0.46, -0.15, 0.26], [0.39, 0.27, -0.43], [0.41, -0.59, -0.27], [-0.19, 0.15, 0.03], [0.07, -0.20, 0.66], [0.02, 0.07, 0.17], [0.00, -0.01, 0.24], [0.13, -0.16, -0.12], [-0.14, 0.01, 0.12], [-0.70, 0.37, -0.50], [0.08, -0.58, -0.08], [-0.33, 0.58, -0.05], [0.76, 0.46, -0.10], [-0.27, -0.20, -0.08], [0.24, -0.34, 0.42], [-0.04, -0.06, 0.15], [0.07, -0.18, 0.19], [0.15, 0.17, 0.04], [-0.03, -0.17, 0.00], [0.57, -0.36, 0.48], [-0.54, 0.05, 0.46], [0.66, -0.19, -0.32], [0.09, 0.39, -0.16], [-0.19, -0.13, 0.77], [-0.49, 0.19, -0.41], [-0.08, -0.06, -0.09], [-0.22, -0.01, -0.07], [0.13, 0.11, -0.20], [-0.14, 0.03, 0.06]],
  "mulliken_charge": [-0.64, 0.05, -0.75, 0.38, -0.08, -0.24, -0.57, -0.05, -0.56, 0.52, -0.11, 0.20, 1.65, -0.79, -0.80, -0.20, 0.30, -0.17, 0.46, 0.04, 0.16, -0.74, -0.42, -0.50, -0.36, 0.16, -0.06, -0.76, -0.43, -0.61, -0.09, 0.37, 0.05, 0.40, 0.06, 0.36, 0.33, 0.54, -0.55, -0.86, 0.38, 0.37, 0.43, 0.51, 0.14, 0.34, 0.36, 0.29, 0.36, 0.17, 0.32, 0.37, 0.36, 0.35, -0.41, 0.35, -0.30, 0.55, -0.48, -0.33, -0.34, 0.30, 0.31, 0.29, 0.22, 0.35, -0.31, 0.54, -0.52, -0.35, -0.27, -0.07, 0.17, 0.24, -0.17, 0.35, -0.32, 0.65, -0.50, -0.32, -0.28, 0.25, 0.08, 0.28, -0.48, 0.28, -0.27, 0.30, -0.48, -0.33, -0.29, 0.30, 0.28, 0.30],
  "homo_ha": -0.317,
  "smiles": "O=C1C=C(CCO)C(=O)C(O)=C1CCCSC(=S)N(c1ccccc1)c1ccccc1.O=C1OC[C@@H](F)O1.O=C1OC[C@@H](F)O1.O=C1OC[C@@H](F)O1.O=C1OC[C@@H](F)O1",
  "e_tot_ev": -104685.8800,
  "orbital_gap_ev": 7.701
}


[2]
{
  "formula": "C26H27N8STb",
  "method": "ωB97M-V/def2-TZVPD",
  "symbols": ["Tb", "C", "N", "C", "C", "C", "C", "C", "C", "N", "C", "C", "C", "C", "C", "C", "N", "C", "C", "C", "C", "C", "N", "H", "H", "H", "H", "H", "H", "H", "H", "H", "H", "H", "H", "H", "H", "H", "H", "H", "H", "C", "C", "N", "N", "C", "N", "S", "C", "C", "C", "C", "C", "N", "H", "H", "H", "H", "H", "H", "H", "H", "H"],
  "positions_angstrom": [[-0.3683, 0.4213, 0.2515], [2.6041, -0.2038, 1.6925], [2.0505, -0.3609, 0.2856], [2.8733, 0.5850, -0.5490], [2.3145, 1.9950, -0.2776], [3.0875, 2.9682, 0.3444], [2.4973, 4.2500, 0.4916], [1.2193, 4.5162, -0.0045], [0.5637, 3.4942, -0.6824], [0.9960, 2.2227, -0.6454], [2.2211, -1.7600, -0.1840], [1.0189, -2.5949, 0.0911], [1.1740, -3.9580, 0.3144], [0.0604, -4.7577, 0.6144], [-1.1930, -4.1683, 0.6795], [-1.2949, -2.8065, 0.4390], [-0.2516, -2.0195, 0.2172], [1.6394, -0.6545, 2.7328], [2.1653, -1.2262, 3.8638], [1.3096, -1.6559, 4.8935], [-0.0727, -1.4394, 4.7462], [-0.4881, -0.6893, 3.6392], [0.3221, -0.3273, 2.6361], [2.8405, 0.8444, 1.8725], [3.5347, -0.7593, 1.7930], [2.8557, 0.3466, -1.6169], [3.8641, 0.5670, -0.1488], [4.1306, 2.8329, 0.7250], [3.1462, 5.0032, 1.0117], [0.8225, 5.5411, -0.0161], [-0.3601, 3.7023, -1.2899], [3.1205, -2.2613, 0.2759], [2.4649, -1.7970, -1.2649], [2.2327, -4.3341, 0.2106], [0.1425, -5.7982, 0.9736], [-2.1169, -4.7261, 0.7983], [-2.2362, -2.3231, 0.3092], [3.2754, -1.4130, 3.9593], [1.7954, -2.1067, 5.7252], [-0.8199, -1.8300, 5.4264], [-1.5681, -0.4413, 3.4635], [-4.2276, 0.3037, -2.2247], [-2.7764, 0.5137, -1.9545], [-2.3604, 1.0702, -0.7924], [-3.3215, 1.8186, -0.2219], [-3.0577, 2.4761, 0.8850], [-4.0766, 3.2513, 1.3253], [-1.6637, 2.2874, 1.8725], [-1.7821, 0.0206, -2.8785], [-2.1942, -0.2299, -4.2170], [-1.2355, -0.2926, -5.2027], [0.0973, -0.3011, -4.8344], [0.4180, -0.2714, -3.4751], [-0.5057, -0.1661, -2.4849], [-4.7403, 0.7904, -1.3785], [-4.3678, -0.7568, -2.3879], [-4.5721, 0.8518, -3.1268], [-4.8413, 3.3904, 0.6634], [-3.9848, 3.8413, 2.1292], [-3.2364, -0.4137, -4.3882], [-1.4814, -0.4169, -6.2808], [0.8847, -0.4283, -5.6090], [1.4527, -0.2167, -3.2156]],
  "forces_ev_per_angstrom": [[-0.04, 0.16, 0.02], [-0.84, -0.20, -0.94], [1.34, 0.13, -0.19], [-1.50, 0.89, 0.93], [-0.34, -0.10, 0.11], [-0.32, 0.85, -0.15], [0.83, -0.08, 0.75], [0.96, 0.56, -0.66], [-0.97, 0.06, 0.11], [2.08, 0.07, -0.64], [0.86, -0.04, -0.08], [-2.39, -0.64, 1.11], [0.96, -0.06, -0.42], [0.11, -0.20, 1.04], [-0.17, 0.16, -0.62], [0.62, -0.40, -0.42], [2.43, -0.40, -0.71], [-0.45, 0.47, 0.68], [0.71, -0.91, 0.91], [-0.48, 0.81, -1.28], [0.83, 0.27, -0.30], [-1.03, -0.46, -0.51], [0.93, -0.19, -0.26], [-0.14, 0.10, -0.15], [0.10, -0.08, -0.13], [-0.10, -0.04, 0.32], [0.99, -0.07, -0.27], [-1.09, -0.18, -0.66], [-1.09, -0.50, -0.62], [0.14, -0.64, 0.11], [0.77, -0.40, 1.09], [-0.80, 0.58, -0.18], [-0.42, 0.33, 0.38], [-1.48, 0.01, 0.33], [0.24, 0.52, -0.75], [0.31, -0.10, 0.26], [-0.79, 0.20, 0.41], [-1.45, 0.27, -0.18], [-0.24, -0.49, 0.73], [0.21, 0.21, 0.15], [1.12, -0.18, 0.44], [0.02, 1.84, -0.29], [0.34, 0.07, 2.79], [-0.91, -0.24, -2.63], [-0.71, 0.48, 0.18], [-0.72, -0.47, 0.19], [0.14, -0.22, -0.89], [0.72, -0.30, 0.03], [0.47, -1.40, -1.17], [0.49, 0.29, 1.09], [-0.15, -0.76, -1.09], [0.86, -0.17, 0.05], [-1.09, 0.21, -0.28], [0.54, 1.32, -0.47], [-0.17, -0.90, -0.41], [-0.42, -0.23, 0.17], [0.21, -0.37, 0.38], [0.32, 0.01, 0.56], [0.07, 0.06, 0.09], [-0.27, 0.47, -0.40], [-0.04, 0.11, 1.03], [-0.59, 0.34, 0.83], [0.46, -0.41, 0.45]],
  "mulliken_charge": [0.34, -0.90, 0.58, -0.82, 0.63, -0.57, -0.31, -0.90, -0.08, 0.13, -1.08, 0.71, -0.95, -0.50, -0.96, -0.14, 0.49, 0.69, -0.92, -0.45, -1.02, -0.08, 0.33, 0.42, 0.39, 0.45, 0.34, 0.40, 0.39, 0.45, 0.41, 0.35, 0.50, 0.42, 0.41, 0.46, 0.56, 0.37, 0.49, 0.45, 0.39, -1.71, 0.85, 0.81, -1.37, 0.63, -0.40, -0.44, 0.66, -1.05, -0.49, -0.82, -0.07, 0.29, 0.40, 0.42, 0.41, 0.25, 0.21, 0.49, 0.39, 0.40, 0.29],
  "homo_ha": [-0.473, -0.473],
  "e_tot_ev": -72578.2037,
  "charge": 2,
  "multiplicity": 7,
  "orbital_gap_ev": [6.734, 6.991],
  "de_lowest_kcal_mol": 23.0,
  "s2": 12.611
}


[3]
{
  "formula": "C4H5N",
  "method": "ωB97M-V/def2-TZVPD",
  "symbols": ["C", "C", "C", "C", "N", "H", "H", "H", "H", "H"],
  "positions_angstrom": [[3.7666, -0.0309, 0.2326], [2.6278, -0.1073, -0.0540], [0.6470, 0.2128, -0.5912], [-1.5338, -0.0973, 0.1924], [-0.1506, -0.3312, 0.1714], [4.7239, -0.1283, 0.5073], [0.5436, 1.0616, -1.1375], [-1.8438, -0.3074, 1.2171], [-1.9923, -0.7526, -0.4890], [-1.9949, 0.8671, -0.2104]],
  "forces_ev_per_angstrom": [[0.03, -0.01, 0.00], [-7.02, 0.83, -2.40], [3.38, -2.72, 4.54], [-1.73, 1.53, 0.20], [2.13, 0.07, -1.05], [2.90, -0.09, 0.82], [0.23, 2.24, -2.14], [-0.50, 0.19, -0.29], [-0.67, -1.60, -0.51], [1.25, -0.45, 0.83]],
  "mulliken_charge": [-0.09, -0.60, 0.02, -0.72, -0.27, 0.43, 0.36, 0.27, 0.32, 0.28],
  "homo_ha": -0.368,
  "e_tot_ev": -5713.1888,
  "orbital_gap_ev": 10.464,
  "de_lowest_kcal_mol": 130.5
}